[1]
ORCA calculation (ωB97M-V/def2-TZVPD) on a structure of composition C5H8N2O3S in a non-equilibrium geometry.

```
19
C5H8N2O3S, DFT ωB97M-V/def2-TZVPD
C 2.08 2.22 0.33
C 1.61 -0.09 0.06
C 0.71 -1.22 0.10
C -1.35 -0.14 -0.50
C -2.83 -0.60 -0.44
H 1.45 3.12 0.38
H 2.29 2.04 1.58
H 2.81 2.38 -0.35
H -1.14 0.11 -1.69
H -1.35 0.89 -0.04
H -2.85 -1.53 -1.00
H -3.39 -0.05 -0.92
H -2.51 -1.58 1.32
N 2.88 -0.31 -0.07
N 1.35 -2.39 0.15
O 1.16 1.16 -0.02
O -0.62 -1.16 0.18
O -3.24 -0.85 0.87
S 2.95 -2.01 0.05
```

Summary:
LUMO = 0.4 eV
ΔE to the lowest compared entry with this formula, charge and spin = 375.8 kJ/mol
E_tot = -928.6104 hartree
Molecular weight = 176.2 g mol⁻¹
Charge = 0

Löwdin population analysis, charges in e, atoms 1 to 5: -0.04, -0.49, -0.39, -0.16, -0.27



[2]
ORCA calculation (ωB97M-V/def2-TZVPD) on an isolated molecule of C5H8N2O4 in a non-equilibrium geometry.

```
19
C5H8N2O4, DFT ωB97M-V/def2-TZVPD
C 2.96 0.44 0.42
C 0.92 1.83 -0.11
C 2.42 -0.67 -0.46
C -1.90 -0.28 0.67
C -1.20 0.57 -0.48
N 2.31 1.65 0.29
N 0.18 0.70 0.03
O 3.87 0.22 1.21
O 0.61 2.93 -0.54
O 2.60 -1.95 -0.11
O 2.28 -0.54 -1.72
H -1.27 -1.08 1.18
H -2.13 0.35 1.41
H -2.71 -0.71 0.19
H -1.06 -0.10 -1.29
H -1.56 1.60 -0.55
H 2.69 2.54 0.53
H 2.80 -2.03 0.84
H 2.31 -1.39 -2.21
```

Summary:
LUMO (spin up / spin down) = -1.5 / -1.5 eV
ΔE to the lowest compared entry with this formula, charge and spin = 296.1 kJ/mol
E_tot = -605.7062 hartree
Molecular weight = 160.1 g mol⁻¹
Charge = 0

Löwdin population analysis, charges in e, atoms 1 to 5: -0.37, -0.59, -0.24, -0.08, -0.21



[3]
ORCA calculation (ωB97M-V/def2-TZVPD) on an isolated molecule of C5H8N2S in a non-equilibrium geometry.

```
16
C5H8N2S, DFT ωB97M-V/def2-TZVPD
C 1.74 1.61 -0.19
C 1.05 -0.44 0.40
C 0.04 0.43 0.04
C 0.97 -1.83 0.94
C -3.03 0.44 -0.98
N 0.43 1.70 -0.27
N 2.22 0.34 0.09
S -2.14 0.28 0.64
H 2.34 2.48 -0.57
H 0.61 -2.56 0.28
H 2.00 -2.16 1.20
H 0.42 -1.87 1.83
H -4.06 0.62 -0.56
H -2.93 -0.48 -1.59
H -2.84 1.37 -1.63
H 3.18 0.08 0.36
```

Summary:
LUMO = 0.6 eV
ΔE to the lowest compared entry with this formula, charge and spin = 228.8 kJ/mol
E_tot = -702.9429 hartree
SMILES string = CSc1nc[nH]c1C
Molecular weight = 128.2 g mol⁻¹
Charge = 0

Löwdin population analysis, charges in e, atoms 1 to 5: -0.23, -0.28, -0.31, -0.04, -0.50



[4]
ORCA calculation (ωB97M-V/def2-TZVPD) on a structure of composition C5H8N2S in a non-equilibrium geometry.

```
16
C5H8N2S, DFT ωB97M-V/def2-TZVPD
C -1.04 0.63 0.06
C 0.31 0.56 1.02
C 0.00 0.39 -0.98
C 0.57 -1.06 -0.77
C 0.68 -1.07 0.73
H -3.39 -0.12 0.40
H -1.63 1.65 0.04
H 0.47 0.99 2.01
H 0.74 2.10 -0.34
H -0.13 0.72 -2.06
H -0.07 -1.91 -1.26
H 2.31 -0.41 -0.22
H 0.53 -1.79 1.60
N 1.06 1.21 -0.16
N 1.80 -1.26 -0.06
S -2.21 -0.63 -0.01
```

Summary:
LUMO = 0.6 eV
ΔE to the lowest compared entry with this formula, charge and spin = 440.1 kJ/mol
E_tot = -702.8624 hartree
Molecular weight = 128.2 g mol⁻¹
Charge = 0

Löwdin population analysis, charges in e, atoms 1 to 5: -0.64, -0.13, -0.31, -0.26, -0.26



[5]
ORCA calculation (ωB97M-V/def2-TZVPD) on an isolated molecule of C5H8N2S in a non-equilibrium geometry.

```
16
C5H8N2S, DFT ωB97M-V/def2-TZVPD
C 0.55 0.37 -0.26
C -0.70 1.08 -0.71
C -0.60 -0.34 -1.03
C -1.07 -1.34 -0.09
C 0.62 -0.09 1.14
H 1.87 2.31 -0.98
H -0.36 1.60 -1.54
H -1.66 1.21 -0.13
H -0.52 -0.46 -2.18
H -0.26 -2.20 -0.16
H -2.08 -1.59 -0.01
H -1.17 -1.21 2.09
H 2.40 0.50 1.55
N -0.81 -0.53 1.28
N 1.59 -0.11 1.91
S 2.19 0.78 -0.87
```

Summary:
LUMO = 0.5 eV
ΔE to the lowest compared entry with this formula, charge and spin = 371.1 kJ/mol
E_tot = -702.8887 hartree
SMILES string = [H]/N=C1/NC[C@H]2C[C@@]12S
Molecular weight = 128.2 g mol⁻¹
Charge = 0

Löwdin population analysis, charges in e, atoms 1 to 5: -0.71, -0.11, -0.29, -0.13, -0.48



[6]
ORCA calculation (ωB97M-V/def2-TZVPD) on an isolated molecule of C5H8N2S in a non-equilibrium geometry.

```
16
C5H8N2S, DFT ωB97M-V/def2-TZVPD
C -0.41 -0.41 -2.30
C -0.81 -1.18 -0.91
C -1.21 -0.08 -0.02
C -0.07 0.59 0.58
C 0.11 -1.95 -0.06
H 0.39 -1.12 -2.96
H -1.38 -0.12 -2.86
H 0.28 0.56 -2.03
H -1.72 -1.87 -1.01
H -1.67 -0.56 0.83
H -1.90 0.71 -0.50
H 1.74 0.19 1.45
H 0.01 -2.97 -0.42
N 1.01 -0.20 0.92
N 0.94 -1.62 0.95
S 0.31 2.26 0.67
```

Summary:
LUMO = -0.1 eV
ΔE to the lowest compared entry with this formula, charge and spin = 319.1 kJ/mol
E_tot = -702.9085 hartree
SMILES string = C[C@H]1C=NNC(=S)C1
Molecular weight = 128.2 g mol⁻¹
Charge = 0

Löwdin population analysis, charges in e, atoms 1 to 5: -0.05, -0.37, -0.26, -0.78, -0.13



[7]
ORCA calculation (ωB97M-V/def2-TZVPD) on an isolated molecule of C5H8N2S in a non-equilibrium geometry.

```
16
C5H8N2S, DFT ωB97M-V/def2-TZVPD
C 2.57 -0.83 -1.16
C 1.24 -1.10 -1.00
C 1.01 0.17 0.92
C 0.08 1.00 1.79
C -0.97 -0.59 -0.34
N 3.16 0.26 -0.66
N 0.51 -0.41 -0.08
S 4.56 0.33 0.03
H 3.09 -1.45 -1.88
H 0.79 -1.79 -1.67
H 0.39 2.06 1.68
H -1.03 0.94 1.64
H 0.21 0.74 2.84
H -1.43 -1.37 0.40
H -1.27 0.41 -0.15
H -1.17 -0.86 -1.31
```

Summary:
LUMO (spin up / spin down) = -1.0 / -1.0 eV
ΔE to the lowest compared entry with this formula, charge and spin = 547.4 kJ/mol
E_tot = -702.8215 hartree
Molecular weight = 128.2 g mol⁻¹
Charge = 0

Löwdin population analysis, charges in e, atoms 1 to 5: -0.28, -0.11, -0.07, -0.12, 0.00



[8]
ORCA calculation (ωB97M-V/def2-TZVPD) on the ion C5H8N3 with charge +1 in a non-equilibrium geometry.

```
16
C5H8N3, DFT ωB97M-V/def2-TZVPD
C 0.10 1.14 -0.27
C 0.47 -0.96 0.16
C -1.94 -0.15 -0.34
C 1.12 0.28 0.53
C 2.45 0.62 -0.16
N -1.14 0.76 -0.32
N -0.18 -1.85 -0.26
N -2.95 -0.68 0.25
H 0.39 1.97 -0.82
H 1.17 0.34 1.55
H 3.09 -0.39 -0.16
H 2.88 1.51 0.49
H 2.39 0.93 -1.14
H -1.21 -1.74 -0.61
H -3.53 -1.50 -0.04
H -3.12 -0.27 1.14
```

Summary:
LUMO (spin up / spin down) = -4.3 / -4.3 eV
ΔE to the lowest compared entry with this formula, charge and spin = 492.6 kJ/mol
E_tot = -359.1672 hartree
Molecular weight = 110.1 g mol⁻¹
Charge = +1

Löwdin population analysis, charges in e, atoms 1 to 5: -0.03, 0.00, -0.24, -0.25, -0.03



Which of these has the lowest E_tot? C5H8N2O3S



Number 8 is which compound? C5H8N3



Which of these has the lowest ΔE to the lowest compared entry with this formula, charge and spin? number 3